Record 1
C2H5NO | ωB97M-V with the def2-TZVPD basis set

Calculated values
highest occupied orbital energy	-0.2983	Ha
SMILES string	C=C(N)O
energy relative to the best compared isomer or geometry (same formula, charge and spin)	26.9	kcal per mole

XYZ file:
```
9
C2H5NO, DFT ωB97M-V with the def2-TZVPD basis set
C 1.0364 -0.6130 0.1344
C -0.1663 -0.0281 0.0297
N -0.4616 1.1325 -0.6535
O -1.2719 -0.5976 0.5870
H 1.8759 -0.3288 -0.4833
H 1.1833 -1.3485 0.9171
H -1.4094 1.4731 -0.5769
H 0.2510 1.8446 -0.6104
H -1.0374 -1.5340 0.6559
```



Record 2
C30H67N3O5 | ωB97M-V with the def2-TZVPD basis set

Calculated values
highest occupied orbital energy	-0.3181	Ha
SMILES string	CC1(C)CCCC(C)(C)N1O.CC1(C)CCCC(C)(C)N1O.CC1(C)CCCC(C)(C)N1O.CC(C)O.O
energy relative to the best compared isomer or geometry (same formula, charge and spin)	25.9	kcal per mole

XYZ file:
```
105
C30H67N3O5, DFT ωB97M-V with the def2-TZVPD basis set
C 11.9778 7.5164 7.0411
C 12.1534 7.2339 8.5228
C 11.0220 6.2523 8.8933
C 13.4893 6.5625 8.8764
C 14.6785 7.5126 8.7358
C 14.4282 8.7903 9.5691
C 13.0765 9.4823 9.2776
C 12.8576 10.5413 10.4107
C 13.1509 10.1440 7.9465
N 12.1009 8.3622 9.4332
O 10.7646 8.9145 9.4005
H 12.0767 6.5642 6.5105
H 11.0530 7.9893 6.8183
H 12.6866 8.1904 6.5980
H 10.0867 6.5983 8.5265
H 11.3147 5.2709 8.4856
H 10.9828 6.0065 9.9651
H 13.3695 6.2142 9.9128
H 13.6509 5.7285 8.1662
H 15.5903 7.0137 9.2053
H 14.8531 7.7050 7.7093
H 15.2279 9.5748 9.4893
H 14.4099 8.5007 10.6285
H 12.7105 10.0206 11.3301
H 11.9484 11.0457 10.2032
H 13.6712 11.2528 10.3420
H 12.2761 10.5031 7.4737
H 13.7380 9.5696 7.2515
H 13.6853 11.0725 8.0710
H 10.5902 9.2966 8.5541
C 6.7620 8.9561 7.8163
C 6.8113 10.5234 7.8200
C 6.3231 10.9745 6.4847
C 5.8295 10.9498 8.9080
C 5.8487 12.4369 9.1468
C 7.2768 12.9194 9.5479
C 8.3778 12.4596 8.5022
C 8.2980 13.2990 7.1868
C 9.7986 12.5929 9.0817
N 8.1135 11.0172 8.2810
O 9.1220 10.4286 7.3873
H 5.7818 8.5881 7.5032
H 6.8569 8.5983 8.8883
H 7.6122 8.5734 7.2654
H 6.9910 10.8914 5.6645
H 6.0858 12.0098 6.4170
H 5.4614 10.4501 6.1581
H 4.7710 10.6364 8.6709
H 6.0799 10.3648 9.8275
H 5.2069 12.6172 9.9965
H 5.5036 12.9963 8.2957
H 7.5823 12.5531 10.5679
H 7.3994 14.0045 9.6628
H 9.0746 14.0636 7.1878
H 8.4417 12.8176 6.2395
H 7.3102 13.7630 7.0403
H 10.3278 12.1822 8.1779
H 10.1379 13.6230 9.3203
H 9.8917 11.9884 9.9547
H 8.9359 10.7374 6.4883
C 12.3517 9.5339 14.7912
C 11.2726 9.9099 15.8251
C 11.1889 8.7920 16.9223
C 11.7781 11.1576 16.4768
C 11.6719 12.4080 15.5792
C 10.2341 12.4771 15.0759
C 9.7049 11.2346 14.3892
C 8.1612 11.3607 14.1977
C 10.3453 11.1220 12.9742
N 9.8924 10.1357 15.3413
O 9.4535 8.8873 14.7772
H 11.9811 8.7153 14.1457
H 12.8536 10.2973 14.1496
H 13.1237 9.0411 15.3724
H 12.2377 8.8030 17.2103
H 10.5364 9.0991 17.6975
H 10.8679 7.8192 16.5057
H 11.1132 11.3594 17.3758
H 12.8209 11.0831 16.8357
H 11.8475 13.2511 16.2269
H 12.4452 12.4769 14.8059
H 10.1463 13.3337 14.3954
H 9.5834 12.6388 15.9575
H 7.8381 10.7151 13.3370
H 7.9620 12.4052 13.9791
H 7.7230 11.0448 15.1634
H 9.8305 11.8119 12.3386
H 10.2662 10.0883 12.5918
H 11.4534 11.3314 12.9154
H 9.8607 8.7538 13.8880
C 6.7674 6.3487 11.7205
C 6.7613 6.8730 13.1662
C 7.9033 6.3165 13.9701
O 6.8085 8.3248 13.1350
H 7.0022 5.2476 11.7450
H 7.5595 6.8412 11.2089
H 5.7840 6.5242 11.2479
H 5.8059 6.7305 13.6561
H 7.8939 5.2157 14.0183
H 7.8675 6.7901 14.9543
H 8.8682 6.6418 13.5588
H 7.6376 8.4743 13.6284
O 10.5089 7.9456 11.9337
H 11.4003 7.7748 11.7026
H 10.2374 8.5035 11.2021
```



Record 3
C20H27BrCrN6 | ωB97M-V with the def2-TZVPD basis set

Calculated values
highest occupied orbital energy (alpha / beta)	-0.4379 / -0.5523	Ha
⟨S²⟩	6.05
2S+1	5
net charge	+2

XYZ file:
```
55
C20H27BrCrN6, DFT ωB97M-V with the def2-TZVPD basis set
Cr 0.1216 -0.2708 -0.1981
C 4.0001 -0.6874 1.6113
C 2.5551 -0.5339 1.2767
N 2.1253 -0.3421 0.0485
C 2.9842 -0.2051 -1.1125
C 2.1586 -0.5652 -2.3477
N 0.7557 -0.0463 -2.2846
C 0.5770 1.3632 -2.7253
C 0.7511 2.3129 -1.5565
N -0.1071 1.8545 -0.4412
C -1.5555 2.2334 -0.5640
C -2.4599 0.9831 -0.5307
N -1.7925 0.0830 0.3914
C -2.0434 0.0294 1.6728
C -3.3454 0.4305 2.2805
C -0.8817 -0.3358 2.4674
C -0.8293 -0.7453 3.7820
C 0.4153 -1.0569 4.3494
C 1.5752 -0.9812 3.5844
C 1.4976 -0.5768 2.2587
N 0.2786 -0.1994 1.7436
H 4.5706 0.1551 1.2159
H 4.4037 -1.5959 1.1580
H 4.1685 -0.7356 2.6825
H 3.8518 -0.8673 -1.0717
H 3.3750 0.8147 -1.1820
H 2.0813 -1.6513 -2.4100
H 2.6526 -0.2119 -3.2547
H 0.2280 -0.6131 -2.9398
H -0.4382 1.4513 -3.1173
H 1.2634 1.6140 -3.5361
H 0.5126 3.3351 -1.8562
H 1.7811 2.3081 -1.2026
H 0.2507 2.2600 0.4177
H -1.7148 2.8138 -1.4726
H -1.8093 2.8728 0.2808
H -2.5127 0.5109 -1.5138
H -3.4739 1.2568 -0.2376
H -4.1847 0.0825 1.6801
H -3.4085 1.5198 2.3537
H -3.4489 0.0356 3.2875
H -1.7319 -0.8397 4.3693
H 0.4696 -1.3804 5.3786
H 2.5263 -1.2582 4.0174
Br -0.1525 -5.3945 2.4721
C -0.2820 -4.4726 0.8448
C -0.5811 -5.1272 -0.3397
C -0.6573 -4.3685 -1.4963
C -0.4321 -3.0088 -1.4285
N -0.1385 -2.3698 -0.2859
C -0.0720 -3.1054 0.8341
H -0.7517 -6.1951 -0.3551
H -0.8939 -4.8261 -2.4462
H -0.5092 -2.4126 -2.3270
H 0.1619 -2.6009 1.7581
```



The electronic energy results, record by record, are as follows: -5692.061, -46900.355, -128571.036 eV.
The maximum force results, record by record, are as follows: 0.4, 2.6, 0.1 eV/Å.